Formula: C35H78F10N11O25S10
Source: the Open Molecules 2025 dataset
Level of theory: ωB97M-V/def2-TZVPD

Each line ends with the Mulliken charge.
Positions of all 169 atoms, in Å:
C (1.17, 3.07, 9.17)  -1.184
C (0.76, 3.66, 7.86)  0.745
O (0.96, 4.79, 7.61)  -0.420
N (0.02, 2.81, 6.83)  0.224
H (0.13, 1.83, 7.21)  0.366
H (-0.96, 3.04, 6.99)  0.405
C (0.56, 3.01, 5.42)  -1.056
H (2.14, 2.57, 9.09)  0.295
H (0.61, 2.22, 9.56)  0.302
H (1.29, 3.89, 9.87)  0.389
H (1.61, 2.71, 5.42)  0.292
H (0.46, 4.06, 5.18)  0.484
H (-0.06, 2.33, 4.86)  0.388
C (2.81, 4.50, -3.03)  -1.431
C (1.78, 3.40, -3.12)  0.692
O (2.01, 2.31, -3.48)  -0.245
N (0.35, 3.82, -2.86)  0.412
H (0.03, 3.92, -1.87)  0.196
H (0.23, 4.75, -3.25)  0.506
C (-0.63, 2.95, -3.61)  -0.674
H (2.41, 5.42, -3.46)  0.437
H (3.69, 4.27, -3.63)  0.359
H (3.09, 4.69, -1.99)  0.275
H (-0.45, 3.06, -4.67)  0.513
H (-1.58, 3.30, -3.21)  0.407
H (-0.45, 1.92, -3.32)  -0.110
C (-2.18, -3.88, -2.51)  0.227
C (-1.76, -5.32, -2.37)  0.183
O (-0.76, -5.60, -1.82)  -0.429
N (-2.67, -6.40, -2.91)  -0.088
H (-3.58, -5.96, -3.08)  0.418
H (-2.42, -6.80, -3.82)  0.356
C (-2.81, -7.54, -1.89)  -0.704
H (-2.83, -3.47, -1.74)  0.171
H (-2.69, -3.74, -3.47)  0.498
H (-1.21, -3.39, -2.56)  -0.575
H (-3.68, -8.11, -2.20)  0.387
H (-2.92, -7.16, -0.88)  0.270
H (-1.92, -8.15, -2.02)  0.327
C (-1.33, -1.24, -0.03)  -1.015
C (0.16, -1.02, -0.15)  2.821
C (0.34, 0.41, -0.64)  0.784
C (1.66, 1.06, -0.39)  0.917
C (2.10, 1.04, 1.06)  -1.696
C (2.15, -0.41, 1.60)  2.081
N (0.82, -1.13, 1.24)  0.971
O (0.71, -2.22, 1.78)  -0.363
C (2.15, -0.21, 3.11)  -2.737
C (3.38, -1.11, 0.98)  -1.349
C (0.72, -2.07, -1.12)  -0.681
H (-1.60, -2.13, 0.53)  -0.045
H (-1.77, -1.35, -1.03)  -0.011
H (-1.83, -0.36, 0.38)  0.286
H (-0.41, 1.08, -0.23)  -0.730
H (0.18, 0.33, -1.72)  -0.941
H (1.61, 2.09, -0.73)  -0.121
H (2.44, 0.58, -1.00)  -0.277
H (1.43, 1.67, 1.66)  -0.296
H (3.08, 1.52, 1.04)  0.613
H (2.10, -1.16, 3.63)  0.744
H (1.40, 0.47, 3.50)  0.421
H (3.05, 0.37, 3.33)  0.556
H (4.23, -0.44, 1.16)  0.446
H (3.40, -1.24, -0.10)  -0.007
H (3.58, -2.05, 1.50)  0.460
H (1.80, -2.01, -0.96)  0.013
H (0.46, -1.93, -2.16)  -0.347
H (0.58, -3.10, -0.80)  0.525
C (6.37, -5.07, -3.26)  -1.738
C (5.62, -4.12, -4.26)  1.386
C (4.19, -4.03, -3.57)  -1.313
C (3.46, -2.80, -4.13)  -0.202
C (4.23, -1.53, -3.74)  -0.623
C (5.59, -1.46, -4.39)  1.365
N (6.26, -2.80, -4.30)  0.947
O (7.39, -2.84, -4.83)  -0.341
C (6.45, -0.43, -3.59)  -1.641
C (5.51, -1.02, -5.86)  -1.559
C (5.45, -4.68, -5.69)  -1.643
H (7.40, -5.19, -3.60)  0.451
H (5.88, -6.03, -3.15)  0.380
H (6.59, -4.55, -2.32)  0.457
H (4.25, -4.02, -2.48)  0.320
H (3.62, -4.92, -3.84)  0.603
H (2.44, -2.73, -3.73)  -0.379
H (3.24, -2.78, -5.20)  0.538
H (4.26, -1.50, -2.65)  -0.200
H (3.69, -0.68, -4.17)  0.472
H (5.84, 0.43, -3.33)  0.325
H (7.35, -0.16, -4.15)  0.435
H (6.79, -0.87, -2.64)  0.453
H (6.48, -1.04, -6.35)  0.499
H (5.14, 0.00, -5.79)  0.452
H (4.69, -1.54, -6.34)  0.302
H (5.17, -5.73, -5.78)  0.447
H (6.43, -4.59, -6.18)  0.459
H (4.81, -4.12, -6.37)  0.307
C (-6.33, 4.23, 2.93)  -1.364
C (-6.83, 2.89, 2.34)  -0.200
C (-6.78, 2.86, 0.79)  -0.417
N (-7.03, 1.49, 0.18)  0.396
C (-8.25, 0.79, 0.67)  -0.958
C (-5.82, 0.56, 0.47)  -0.697
C (-5.66, -0.40, -0.71)  0.497
C (-6.59, 0.14, -1.78)  -0.987
C (-6.96, 1.57, -1.34)  -0.608
H (-6.40, 4.35, 4.01)  0.400
H (-6.93, 5.04, 2.50)  0.359
H (-5.27, 4.45, 2.75)  0.240
H (-7.82, 2.68, 2.72)  0.309
H (-6.18, 2.11, 2.74)  0.268
H (-5.75, 3.11, 0.54)  -0.008
H (-7.39, 3.61, 0.28)  0.595
H (-8.32, -0.23, 0.30)  0.376
H (-9.12, 1.31, 0.25)  0.371
H (-8.37, 0.90, 1.75)  0.324
H (-5.99, 0.03, 1.40)  0.468
H (-4.87, 1.09, 0.53)  -0.110
H (-6.04, -1.37, -0.37)  0.262
H (-4.64, -0.55, -1.05)  -0.223
H (-7.45, -0.50, -1.97)  0.351
H (-6.24, 0.27, -2.80)  0.458
H (-7.92, 1.94, -1.71)  0.433
H (-6.13, 2.24, -1.56)  0.445
N (-0.40, 3.75, -0.21)  -0.304
S (0.22, 4.60, 0.97)  0.518
O (0.32, 3.98, 2.24)  -0.033
O (-0.20, 5.96, 0.80)  -0.565
F (1.71, 4.73, 0.38)  -0.267
S (-1.91, 3.47, 0.64)  0.814
O (-2.64, 4.56, 1.22)  -0.639
O (-2.00, 2.20, 1.31)  -0.522
F (-2.83, 3.27, -0.67)  -0.342
N (0.64, 0.33, 7.59)  -0.271
S (1.52, -0.73, 6.85)  0.921
O (0.96, -1.45, 5.75)  -0.546
O (2.54, -1.43, 7.58)  -0.583
F (2.43, 0.30, 5.95)  -0.332
S (0.26, -0.56, 9.02)  0.965
O (1.06, -0.25, 10.15)  -0.517
O (-0.19, -1.87, 8.75)  -0.538
F (-1.15, 0.17, 9.29)  -0.273
N (-0.99, -1.35, -5.91)  -0.608
S (-1.99, -0.80, -4.86)  0.952
O (-2.69, 0.42, -5.17)  -0.600
O (-1.77, -1.15, -3.48)  -0.221
F (-3.11, -1.87, -5.35)  -0.392
S (0.24, -0.31, -5.43)  1.007
O (0.89, -0.67, -4.22)  -0.284
O (0.12, 1.08, -5.75)  -0.528
F (1.26, -0.78, -6.60)  -0.388
N (3.57, 6.33, 1.85)  -0.289
S (4.50, 5.15, 2.23)  1.039
O (4.00, 3.82, 2.47)  -0.504
O (5.65, 5.51, 3.02)  -0.608
F (5.07, 4.96, 0.71)  -0.348
S (3.08, 6.64, 3.44)  1.003
O (3.81, 7.73, 4.02)  -0.615
O (2.61, 5.59, 4.28)  -0.410
F (1.74, 7.41, 3.01)  -0.289
N (-3.31, -4.43, 3.00)  -0.468
S (-4.05, -4.06, 1.69)  0.993
O (-4.32, -5.10, 0.74)  -0.595
O (-3.78, -2.79, 1.14)  -0.286
F (-5.46, -3.84, 2.42)  -0.346
S (-1.95, -5.05, 2.26)  1.004
O (-1.26, -4.22, 1.28)  -0.345
O (-1.88, -6.47, 2.11)  -0.597
F (-1.02, -4.80, 3.58)  -0.327

Values from the calculation:
**Total charge**: +1
**E_HOMO**: -9.590 eV
**E_tot**: -8843.4878 a.u.
**Orbital gap**: 0.110 Eh

=====

Formula: C35H79F6N12O25PS4
Source: the Open Molecules 2025 dataset
Level of theory: ωB97M-V/def2-TZVPD

Each line ends with the Mulliken charge.
Positions of all 162 atoms, in Å:
C (-0.58, -0.25, 0.58)  -1.193
C (0.66, 0.37, -0.02)  -0.361
N (0.31, 1.16, -1.19)  0.236
C (-0.45, 2.29, -1.33)  -0.304
C (-0.39, 2.65, -2.64)  -0.541
N (0.40, 1.69, -3.33)  0.178
C (0.88, 0.84, -2.41)  -0.187
C (0.77, 1.64, -4.74)  -0.782
H (-0.33, -0.91, 1.41)  0.374
H (-1.15, -0.92, -0.07)  0.342
H (-1.22, 0.57, 0.91)  0.335
H (1.26, -0.53, -0.18)  0.319
H (1.21, 0.98, 0.71)  0.303
H (-1.03, 2.76, -0.55)  0.459
H (-0.69, 3.53, -3.20)  0.452
H (1.57, 0.01, -2.46)  0.381
H (1.71, 1.13, -4.94)  0.300
H (0.68, 2.61, -5.24)  0.325
H (0.01, 1.10, -5.32)  0.365
P (1.63, -5.77, -3.97)  1.160
F (0.76, -7.08, -3.62)  -0.349
F (1.77, -6.33, -5.45)  -0.347
F (0.32, -5.00, -4.56)  -0.361
F (2.51, -4.48, -4.57)  -0.386
F (1.36, -5.09, -2.53)  -0.342
F (3.00, -6.65, -3.50)  -0.377
C (6.85, -2.47, 0.34)  0.686
O (6.70, -1.64, 1.23)  -0.697
N (6.90, -2.15, -0.91)  -0.392
N (6.95, -3.74, 0.47)  -0.358
H (6.75, -1.17, -1.12)  0.215
H (7.23, -2.87, -1.54)  0.168
H (7.06, -4.21, -0.42)  0.157
H (7.13, -4.12, 1.39)  0.222
C (7.90, 3.83, -3.62)  0.665
O (7.14, 3.11, -3.00)  -0.665
N (7.74, 4.14, -4.84)  -0.365
N (9.00, 4.42, -3.20)  -0.439
H (8.44, 4.79, -5.17)  0.171
H (7.00, 3.68, -5.36)  0.220
H (9.76, 4.65, -3.83)  0.195
H (9.15, 4.36, -2.20)  0.216
C (7.08, 4.32, 3.10)  0.600
O (6.86, 5.46, 3.38)  -0.631
N (6.32, 3.44, 2.51)  -0.400
N (8.20, 3.77, 3.46)  -0.432
H (5.43, 3.89, 2.30)  0.234
H (6.39, 2.46, 2.72)  0.213
H (8.80, 4.37, 4.00)  0.216
H (8.62, 2.97, 3.00)  0.202
C (5.59, -1.27, 7.58)  0.652
O (5.19, -1.52, 8.70)  -0.645
N (6.81, -0.85, 7.29)  -0.402
N (4.94, -1.58, 6.49)  -0.404
H (7.21, -0.75, 6.37)  0.175
H (7.41, -0.82, 8.10)  0.220
H (4.05, -2.03, 6.63)  0.232
H (5.46, -1.69, 5.62)  0.172
C (-4.02, -1.75, -9.73)  0.684
O (-3.32, -2.28, -10.58)  -0.674
N (-5.21, -1.28, -9.83)  -0.376
N (-3.63, -1.83, -8.52)  -0.374
H (-5.75, -1.16, -8.99)  0.164
H (-5.59, -1.30, -10.76)  0.231
H (-4.33, -1.65, -7.81)  0.124
H (-2.76, -2.31, -8.36)  0.223
C (-1.62, -7.43, 2.96)  -0.253
C (-2.08, -7.83, 1.59)  -0.277
O (-3.44, -8.21, 1.82)  -0.310
S (-4.12, -7.06, 2.81)  1.064
O (-5.05, -7.78, 3.72)  -0.515
O (-4.49, -5.89, 2.03)  -0.513
O (-2.69, -6.73, 3.56)  -0.278
H (-0.76, -6.78, 3.10)  0.281
H (-1.37, -8.29, 3.58)  0.250
H (-1.65, -8.76, 1.21)  0.270
H (-2.06, -7.01, 0.88)  0.281
C (7.79, -3.51, -8.80)  -0.351
C (7.02, -2.22, -8.39)  -0.217
O (8.00, -1.18, -8.54)  -0.307
S (9.44, -1.65, -9.07)  1.118
O (10.31, -1.93, -7.91)  -0.541
O (10.02, -0.84, -10.11)  -0.522
O (8.81, -3.03, -9.69)  -0.336
H (7.12, -4.30, -9.12)  0.342
H (8.35, -3.82, -7.92)  0.313
H (6.74, -2.20, -7.34)  0.236
H (6.13, -1.96, -8.97)  0.264
C (2.74, -7.35, 7.47)  -0.361
C (3.52, -7.08, 8.80)  -0.204
O (2.74, -6.07, 9.48)  -0.319
S (1.21, -5.88, 8.88)  1.099
O (1.04, -4.67, 8.07)  -0.514
O (0.30, -6.20, 9.96)  -0.507
O (1.38, -7.22, 7.95)  -0.320
H (2.80, -8.38, 7.14)  0.295
H (3.05, -6.75, 6.61)  0.264
H (4.46, -6.70, 8.41)  0.277
H (3.59, -8.01, 9.37)  0.289
C (-6.16, 8.21, 1.32)  -0.369
C (-6.68, 7.67, 2.65)  -0.230
O (-7.17, 6.36, 2.34)  -0.295
S (-6.39, 5.81, 1.00)  1.092
O (-7.28, 5.86, -0.15)  -0.539
O (-5.68, 4.55, 1.34)  -0.511
O (-5.49, 7.13, 0.81)  -0.288
H (-5.42, 9.01, 1.31)  0.291
H (-7.01, 8.51, 0.70)  0.279
H (-7.54, 8.30, 2.88)  0.281
H (-5.90, 7.76, 3.42)  0.288
C (1.16, 4.92, 6.58)  -0.575
C (0.92, 6.07, 5.61)  -0.446
C (-0.41, 5.92, 4.96)  -0.343
O (-0.55, 4.48, 5.00)  -0.428
C (0.09, 3.80, 6.19)  -0.336
H (1.00, 5.37, 7.56)  0.244
H (2.14, 4.45, 6.65)  0.324
H (1.74, 6.15, 4.90)  0.251
H (0.78, 7.02, 6.11)  0.286
H (-0.29, 6.21, 3.91)  0.190
H (-1.34, 6.34, 5.34)  0.299
H (0.61, 2.89, 5.89)  0.295
H (-0.52, 3.65, 7.07)  0.240
C (-8.56, -1.01, -3.04)  -0.484
C (-7.37, -1.64, -2.26)  -0.597
C (-6.19, -1.19, -3.10)  -0.409
O (-6.76, -0.87, -4.35)  -0.385
C (-8.15, -1.21, -4.43)  -0.408
H (-8.68, 0.05, -2.85)  0.240
H (-9.55, -1.40, -2.78)  0.344
H (-7.25, -2.73, -2.24)  0.276
H (-7.23, -1.25, -1.25)  0.301
H (-5.37, -1.91, -3.08)  0.300
H (-6.01, -0.20, -2.68)  0.274
H (-8.36, -2.19, -4.86)  0.272
H (-8.72, -0.60, -5.12)  0.276
C (-4.34, 6.84, -6.20)  -0.428
C (-4.95, 5.61, -6.86)  -0.441
C (-3.92, 5.04, -7.78)  -0.405
O (-2.73, 5.79, -7.45)  -0.445
C (-3.05, 7.09, -7.03)  -0.412
H (-4.23, 6.58, -5.15)  0.232
H (-5.03, 7.68, -6.33)  0.261
H (-5.82, 5.81, -7.48)  0.250
H (-5.31, 4.88, -6.14)  0.262
H (-4.11, 5.10, -8.86)  0.291
H (-3.89, 3.97, -7.57)  0.240
H (-3.19, 7.76, -7.88)  0.270
H (-2.27, 7.64, -6.48)  0.325
C (-5.54, -1.62, 8.94)  -0.547
C (-5.58, -0.96, 7.60)  -0.383
C (-6.52, -1.87, 6.80)  -0.482
O (-7.07, -2.87, 7.63)  -0.411
C (-6.04, -3.04, 8.67)  -0.409
H (-6.23, -1.09, 9.60)  0.237
H (-4.62, -1.43, 9.49)  0.354
H (-4.59, -1.01, 7.15)  0.257
H (-5.93, 0.07, 7.65)  0.265
H (-5.95, -2.48, 6.09)  0.242
H (-7.32, -1.47, 6.18)  0.315
H (-5.25, -3.67, 8.27)  0.245
H (-6.52, -3.53, 9.51)  0.317

Values from the calculation:
**E_HOMO**: -9.318 eV
**E_tot**: -6452.2569 a.u.
**Orbital gap**: 0.304 Eh

=====

- Among the records above, which one has the highest E_HOMO?
  C35H79F6N12O25PS4

=====

- The lowest orbital gap belongs to which entry?
  C35H78F10N11O25S10